Formula: C25H28N4O3
Source: the OMol25 dataset
Level of theory: ωB97M-V with the def2-TZVPD basis set

XYZ file:
```
60
C25H28N4O3, DFT ωB97M-V with the def2-TZVPD basis set
C 8.07 0.82 -1.68
H 8.64 1.28 -2.49
O 6.86 0.40 -2.25
C 5.95 -0.23 -1.45
C 6.11 -0.47 -0.09
C 5.12 -1.12 0.63
C 3.93 -1.54 0.03
C 3.78 -1.29 -1.34
C 4.77 -0.65 -2.06
H 4.65 -0.46 -3.11
H 2.89 -1.59 -1.86
N 3.00 -2.25 0.78
C 1.87 -2.89 0.15
C 0.66 -1.96 0.03
N 0.29 -1.54 1.36
C 1.39 -0.82 1.97
C 2.61 -1.75 2.08
H 3.43 -1.22 2.55
H 2.33 -2.61 2.71
H 1.10 -0.49 2.97
H 1.68 0.07 1.38
C -0.99 -0.86 1.51
C -1.18 0.41 0.70
C -1.34 0.42 -0.68
C -1.57 1.63 -1.33
C -1.65 2.78 -0.57
N -1.49 2.79 0.74
C -1.25 1.64 1.35
H -1.13 1.70 2.42
H -1.85 3.74 -1.02
H -1.72 1.66 -2.40
H -1.33 -0.49 -1.25
H -1.04 -0.57 2.57
C -2.17 -1.81 1.26
N -3.42 -1.13 1.52
C -4.06 -0.49 0.50
O -3.99 -0.79 -0.66
O -4.80 0.53 1.00
C -5.52 1.33 0.12
C -5.32 2.70 0.19
C -6.04 3.53 -0.65
C -6.94 3.00 -1.55
C -7.13 1.63 -1.62
C -6.42 0.79 -0.78
H -6.56 -0.28 -0.83
H -7.84 1.22 -2.32
H -7.50 3.66 -2.20
H -5.88 4.60 -0.60
H -4.60 3.09 0.89
H -3.52 -0.70 2.43
H -2.22 -2.15 0.22
H -2.09 -2.68 1.91
H -0.16 -2.50 -0.43
H 0.93 -1.10 -0.61
H 2.17 -3.28 -0.83
H 1.59 -3.74 0.78
H 5.30 -1.33 1.67
H 7.01 -0.18 0.43
H 7.91 1.56 -0.89
H 8.64 -0.02 -1.28
```

Output
E	-38482.373	eV
SMILES	COc1ccc(N2CCN([C@H](CNC(=O)Oc3ccccc3)c3cccnc3)CC2)cc1
highest occupied orbital energy	-7.30	eV



Formula: C36H50N9O3
Source: the OMol25 dataset
Level of theory: ωB97M-V with the def2-TZVPD basis set

XYZ file:
```
98
C36H50N9O3, DFT ωB97M-V with the def2-TZVPD basis set
C 6.70 9.19 17.91
C 5.55 10.21 18.04
N 5.96 11.31 18.98
C 5.22 12.41 19.21
C 5.97 13.30 20.07
N 7.11 12.71 20.26
C 7.14 11.48 19.58
C 8.23 13.19 21.07
H 7.60 9.69 17.50
H 6.53 8.39 17.13
H 6.85 8.67 18.84
H 4.65 9.73 18.48
H 5.32 10.58 17.04
H 4.27 12.66 18.75
H 5.64 14.19 20.61
H 8.00 10.82 19.52
H 8.81 13.83 20.48
H 8.78 12.42 21.61
H 7.71 13.79 21.87
C 15.40 6.63 10.18
C 15.02 5.29 10.85
N 15.82 4.80 12.02
C 15.41 3.80 12.86
C 16.32 3.75 13.80
N 17.28 4.59 13.57
C 17.00 5.24 12.41
C 18.48 4.84 14.33
H 14.52 6.91 9.56
H 16.29 6.64 9.61
H 15.46 7.42 10.93
H 15.19 4.50 10.08
H 14.02 5.31 11.18
H 14.46 3.23 12.84
H 16.28 3.22 14.75
H 17.64 5.96 11.91
H 18.78 5.82 14.08
H 19.18 4.02 14.20
H 18.23 4.84 15.42
C 20.62 14.52 4.61
N 21.55 13.44 4.33
C 21.20 12.20 4.73
C 22.09 11.15 4.50
C 23.31 11.30 3.93
C 23.66 12.62 3.50
C 22.76 13.64 3.72
C 24.31 10.20 3.82
C 25.65 10.36 3.51
C 26.53 9.30 3.54
N 26.16 8.05 3.71
C 24.77 7.83 3.91
C 23.86 8.91 3.87
C 27.16 6.94 3.81
H 21.21 15.39 4.55
H 20.35 14.36 5.64
H 19.72 14.55 4.00
H 20.20 12.04 5.11
H 21.75 10.21 4.85
H 24.60 12.88 3.06
H 22.97 14.64 3.43
H 26.10 11.31 3.50
H 27.59 9.50 3.47
H 24.45 6.86 4.18
H 22.83 8.67 3.95
H 27.97 7.29 4.46
H 27.58 6.67 2.89
H 26.75 6.05 4.25
C 24.61 15.83 19.63
N 25.99 16.25 20.08
C 26.65 15.37 20.87
C 27.99 15.50 21.17
C 28.65 16.68 20.70
C 27.91 17.60 19.94
C 26.59 17.35 19.65
C 30.13 16.97 20.97
C 30.70 16.51 22.17
C 32.09 16.71 22.37
N 32.88 17.28 21.38
C 32.30 17.61 20.18
C 30.97 17.44 19.97
C 34.29 17.51 21.63
H 23.86 16.52 20.09
H 24.31 14.85 19.90
H 24.53 15.99 18.56
H 26.11 14.52 21.20
H 28.47 14.75 21.78
H 28.36 18.59 19.73
H 25.99 18.05 19.13
H 30.16 16.13 23.01
H 32.70 16.35 23.17
H 32.97 18.07 19.42
H 30.63 17.64 18.95
H 34.49 17.90 22.61
H 34.72 18.20 20.93
H 34.84 16.54 21.53
N 26.87 15.72 11.46
O 26.94 16.56 12.27
O 26.73 14.48 11.61
O 27.18 15.33 10.06
```

Output
E	-57642.968	eV
highest occupied orbital energy	-11.16	eV
charge	+5



Formula: C6H16N2
Source: the OMol25 dataset
Level of theory: ωB97M-V with the def2-TZVPD basis set

XYZ file:
```
24
C6H16N2, DFT ωB97M-V with the def2-TZVPD basis set
C 3.42 0.44 1.02
C 1.89 0.50 1.29
N 0.99 -0.21 0.28
C 1.76 -0.05 -1.02
C -0.37 0.44 0.23
C -1.59 -0.51 0.20
N -2.88 0.13 -0.33
C -3.32 -0.70 -1.50
H 3.82 0.81 1.97
H 3.83 -0.48 0.71
H 3.61 1.23 0.28
H 1.70 -0.21 2.09
H 1.60 1.51 1.56
H 2.28 0.92 -1.19
H 2.40 -0.93 -0.92
H 0.99 -0.30 -1.76
H -0.38 1.13 -0.56
H -0.45 1.06 1.14
H -1.15 -1.36 -0.37
H -1.79 -0.93 1.22
H -3.55 0.08 0.42
H -2.73 -1.70 -1.72
H -3.38 -0.09 -2.37
H -4.35 -0.98 -1.45
```

Output
E	-9459.103	eV
SMILES	CCN(C)CCNC
highest occupied orbital energy	-8.56	eV



ΔE to the lowest compared entry with this formula, charge and spin? In order: 1.3255; 1.4653; 2.9710 eV.